This record from the OMol25 dataset describes a structure of composition C46H59BBrF2N3O5RbS in a non-equilibrium geometry. The level of theory is ωB97M-V/def2-TZVPD.

```
119
C46H59BBrF2N3O5RbS (ωB97M-V/def2-TZVPD)
Rb -1.43 1.76 -0.20
C 3.86 -0.47 5.36
C 3.84 1.04 5.11
C 5.25 1.46 4.67
C 3.49 1.74 6.43
C 2.85 1.45 4.02
C 2.07 0.56 3.31
C 1.31 0.96 2.21
N 0.55 0.11 1.47
C 0.82 -1.20 1.36
C 2.11 -1.77 1.51
C 2.34 -3.11 1.37
C 1.26 -3.95 1.10
C -0.03 -3.46 0.86
C -0.21 -2.09 0.95
O -1.42 -1.47 0.55
C -1.10 -4.50 0.51
C -1.12 -5.60 1.58
C -0.75 -5.14 -0.85
C -2.53 -3.96 0.42
C 3.74 -3.72 1.46
C 4.11 -4.32 0.10
C 4.80 -2.67 1.82
C 3.78 -4.81 2.53
C 1.22 2.37 1.85
O 0.56 2.72 0.82
C 1.92 3.29 2.70
C 2.75 2.81 3.69
C 1.83 4.82 2.57
C 0.79 5.30 1.56
C 1.46 5.43 3.93
C 3.20 5.35 2.12
H 4.62 -0.71 6.10
H 4.10 -1.00 4.44
H 2.90 -0.83 5.72
H 5.98 1.19 5.43
H 5.30 2.53 4.50
H 5.51 0.96 3.74
H 4.21 1.48 7.21
H 2.50 1.44 6.77
H 3.50 2.82 6.32
H 2.01 -0.47 3.61
H 2.91 -1.07 1.67
H 1.44 -5.01 1.01
H -0.16 -6.10 1.68
H -1.86 -6.36 1.32
H -1.38 -5.18 2.55
H 0.22 -5.62 -0.82
H -0.73 -4.37 -1.62
H -1.50 -5.88 -1.12
H -2.75 -3.31 1.26
H -3.23 -4.79 0.43
H -2.68 -3.40 -0.51
H 4.09 -3.54 -0.67
H 3.41 -5.10 -0.19
H 5.11 -4.74 0.14
H 4.85 -1.88 1.08
H 5.77 -3.15 1.88
H 4.58 -2.23 2.79
H 3.11 -5.63 2.31
H 3.51 -4.39 3.50
H 4.79 -5.22 2.60
H 3.33 3.51 4.27
H -0.19 4.91 1.82
H 1.04 4.95 0.57
H 0.75 6.39 1.57
H 0.50 5.03 4.26
H 1.37 6.51 3.85
H 2.20 5.21 4.70
H 3.46 4.92 1.16
H 3.98 5.08 2.83
H 3.18 6.44 2.03
C -0.36 4.71 -2.26
O -0.88 3.45 -2.56
C -0.83 3.01 -3.85
C -0.32 3.75 -4.92
C -0.35 3.19 -6.19
Br 0.30 4.23 -7.65
C -0.83 1.93 -6.44
C -1.34 1.17 -5.37
C -1.35 1.73 -4.06
O -1.87 1.07 -3.01
C -1.84 -0.15 -5.55
N -2.40 -0.87 -4.58
C -2.72 -2.07 -5.12
C -3.30 -3.20 -4.55
C -3.52 -4.30 -5.37
C -3.18 -4.29 -6.71
C -2.59 -3.18 -7.30
C -2.37 -2.08 -6.50
N -1.82 -0.85 -6.74
H -0.89 5.51 -2.79
H 0.71 4.78 -2.50
H -0.49 4.84 -1.19
H 0.09 4.74 -4.78
H -0.82 1.54 -7.44
H -2.16 0.17 -3.37
H -3.56 -3.20 -3.51
H -3.98 -5.18 -4.95
H -3.36 -5.17 -7.31
H -2.32 -3.17 -8.35
H -1.42 -0.53 -7.60
F -0.87 -1.59 -1.74
B -1.66 -1.29 -0.72
F -2.87 -0.81 -1.09
O -3.74 2.87 0.02
S -4.93 2.13 0.45
C -6.38 3.23 0.03
C -6.92 2.78 -1.32
C -6.79 1.27 -1.33
C -5.36 0.98 -0.93
H -6.04 4.26 0.04
H -7.12 3.08 0.82
H -6.30 3.20 -2.12
H -7.95 3.11 -1.47
H -7.02 0.84 -2.31
H -7.48 0.84 -0.59
H -4.66 1.21 -1.73
H -5.20 -0.03 -0.59
```

Output
Net charge ... -1
F_max ... 0.041 Eh/bohr
Relative energy (zero: lowest compared OMol25 entry of this formula, charge and spin) ... 85.2 kJ/mol
HOMO level ... -1.725 eV
Orbital gap ... 3.139 eV
Calculated total energy ... -151018.78340 eV

This record from the OMol25 dataset describes a cluster of 11 separate species, C32H62IN2O40S10 in total in a non-equilibrium geometry. The level of theory is ωB97M-V/def2-TZVPD.

```
147
C32H62IN2O40S10 (ωB97M-V/def2-TZVPD)
C -1.74 0.64 -0.73
C -1.73 -0.67 -1.55
C -1.56 -1.94 -0.69
C -0.11 -2.43 -0.62
C 0.75 -1.78 0.48
C 0.04 -1.59 1.83
C 1.11 -1.50 2.95
C 0.91 -2.50 4.08
C 0.72 -3.88 3.58
C -0.15 -4.71 4.08
N 0.00 -5.92 3.38
I -1.05 -7.63 3.70
C 0.95 -5.75 2.51
C 1.51 -6.75 1.56
N 1.42 -4.54 2.59
H -2.75 1.02 -0.66
H -1.10 1.38 -1.20
H -1.35 0.50 0.28
H -2.72 -0.76 -1.99
H -1.02 -0.66 -2.37
H -2.06 -1.83 0.27
H -2.12 -2.71 -1.24
H 0.35 -2.17 -1.57
H -0.04 -3.51 -0.55
H 1.57 -2.47 0.67
H 1.23 -0.86 0.17
H -0.44 -0.62 1.79
H -0.73 -2.33 2.00
H 2.12 -1.56 2.55
H 1.03 -0.51 3.38
H 1.83 -2.49 4.68
H 0.10 -2.21 4.73
H -0.84 -4.53 4.88
H 1.21 -7.74 1.85
H 1.24 -6.52 0.53
H 2.59 -6.67 1.63
H 2.17 -4.13 2.05
C 5.06 0.29 0.21
C 5.73 -0.58 -0.83
O 6.05 -1.79 -0.14
S 4.94 -2.08 0.98
O 4.01 -3.01 0.40
O 5.51 -2.31 2.25
O 4.26 -0.64 0.97
H 5.78 0.76 0.88
H 4.43 1.05 -0.23
H 6.63 -0.13 -1.24
H 5.04 -0.82 -1.64
C -6.78 -5.05 -1.38
C -5.66 -5.67 -0.56
O -4.50 -4.89 -0.88
S -4.95 -3.37 -1.17
O -4.74 -2.61 0.01
O -4.42 -2.99 -2.42
O -6.51 -3.64 -1.33
H -6.74 -5.37 -2.42
H -7.76 -5.26 -0.97
H -5.50 -6.71 -0.81
H -5.85 -5.57 0.51
C -7.24 -1.31 -5.58
C -7.32 -1.66 -4.11
O -8.70 -1.99 -3.90
S -9.29 -2.67 -5.23
O -9.25 -4.08 -5.07
O -10.48 -1.98 -5.58
O -8.12 -2.24 -6.22
H -7.60 -0.30 -5.77
H -6.23 -1.40 -5.96
H -7.02 -0.83 -3.47
H -6.72 -2.54 -3.88
C 0.58 5.04 0.37
C 0.98 4.07 1.46
O 2.42 4.07 1.42
S 2.93 5.52 0.98
O 3.29 6.25 2.14
O 3.83 5.35 -0.11
O 1.56 6.09 0.42
H 0.65 4.57 -0.62
H -0.42 5.43 0.51
H 0.59 3.07 1.30
H 0.67 4.43 2.44
C 5.35 6.77 -3.04
C 6.01 7.27 -1.77
O 7.37 6.82 -1.87
S 7.82 6.80 -3.40
O 8.53 7.99 -3.69
O 8.35 5.52 -3.70
O 6.36 6.92 -4.05
H 5.10 5.71 -2.96
H 4.46 7.34 -3.29
H 5.53 6.88 -0.88
H 6.02 8.36 -1.73
C 10.57 -0.66 2.88
C 9.62 0.49 3.16
O 8.95 0.72 1.92
S 8.78 -0.67 1.14
O 7.48 -1.18 1.38
O 9.28 -0.51 -0.17
O 9.83 -1.52 2.01
H 11.46 -0.32 2.35
H 10.86 -1.19 3.78
H 10.15 1.39 3.49
H 8.88 0.22 3.91
C -3.69 2.36 3.08
C -2.56 1.76 3.90
O -1.48 2.69 3.76
S -2.08 4.18 3.63
O -2.03 4.81 4.89
O -1.50 4.77 2.47
O -3.59 3.77 3.32
H -3.54 2.18 2.02
H -4.66 1.99 3.38
H -2.27 0.78 3.54
H -2.83 1.70 4.95
C -2.13 -5.03 -5.96
C -3.03 -5.03 -7.17
O -4.35 -4.94 -6.64
S -4.32 -4.06 -5.30
O -4.70 -2.73 -5.61
O -4.97 -4.80 -4.28
O -2.74 -4.10 -5.06
H -2.10 -6.01 -5.48
H -1.11 -4.72 -6.20
H -2.92 -5.93 -7.77
H -2.85 -4.16 -7.81
C -5.70 -3.84 4.11
C -4.58 -4.44 4.93
O -3.50 -3.51 4.80
S -4.10 -2.02 4.65
O -4.06 -1.39 5.92
O -3.54 -1.42 3.50
O -5.61 -2.43 4.34
H -5.56 -4.02 3.04
H -6.68 -4.22 4.41
H -4.29 -5.42 4.58
H -4.85 -4.50 5.99
C 1.76 10.95 -2.08
C 0.65 11.13 -1.06
O 0.60 9.88 -0.36
S 2.07 9.25 -0.29
O 2.64 9.57 0.97
O 2.01 7.92 -0.76
O 2.76 10.19 -1.40
H 1.41 10.38 -2.94
H 2.17 11.90 -2.42
H -0.31 11.35 -1.52
H 0.90 11.92 -0.34
```

Output
Net charge ... +1
F_max ... 0.067 Eh/bohr
HOMO level ... -11.809 eV
Orbital gap ... 7.455 eV
Calculated total energy ... -235506.58039 eV

This record from the OMol25 dataset describes a cluster of 3 separate species, C6H14NO5 in total in a non-equilibrium geometry. The level of theory is ωB97M-V/def2-TZVPD.

```
26
C6H14NO5 (ωB97M-V/def2-TZVPD)
C 0.36 2.79 -0.10
C -0.95 2.02 -0.19
C -1.14 1.31 1.18
C -0.26 -0.02 1.24
C -0.72 -1.19 0.35
C 1.31 -1.98 -1.49
N 1.90 -0.87 -1.62
O -1.02 -4.86 0.27
O -0.48 -2.29 0.90
O -1.30 -1.00 -0.79
O 0.20 -2.27 -2.20
O 1.83 -3.05 -0.88
H 1.16 2.19 0.22
H 0.21 3.71 0.47
H 0.53 3.20 -1.06
H -1.82 2.70 -0.38
H -0.85 1.23 -0.89
H -2.21 1.19 1.40
H -0.73 2.03 1.89
H -0.29 -0.45 2.15
H 0.84 0.23 1.04
H -1.98 -4.91 0.38
H 2.80 -0.73 -1.10
H -0.68 -1.82 -1.80
H -0.83 -3.91 0.33
H 1.03 -3.52 -0.57
```

Output
Net charge ... -1
F_max ... 0.082 Eh/bohr
Relative energy (zero: lowest compared OMol25 entry of this formula, charge and spin) ... 0.0 kJ/mol
HOMO level ... -5.682 eV
Orbital gap ... 9.400 eV
Calculated total energy ... -18178.67778 eV

This record from the OMol25 dataset describes a cluster of 2 separate species, C12H16N2 in total in a non-equilibrium geometry. The level of theory is ωB97M-V/def2-TZVPD.

```
30
C12H16N2 (ωB97M-V/def2-TZVPD)
C -3.77 -3.32 0.61
C -0.60 -1.25 0.69
C -0.42 -0.89 -0.64
C -1.60 -2.11 1.09
C -2.60 -2.47 0.16
C -1.40 -1.25 -1.56
C -2.47 -2.04 -1.15
H 0.05 -0.86 1.47
H 0.42 -0.29 -0.94
H -1.77 -2.44 2.11
H -1.25 -1.09 -2.62
H -4.54 -3.37 -0.15
H -4.19 -2.86 1.50
H -3.17 -2.46 -1.86
H -3.39 -4.29 0.93
C 0.71 2.47 0.35
C 1.07 3.68 1.20
C 1.93 1.72 -0.08
C 2.23 1.30 -1.34
C 3.86 0.80 0.04
N 2.98 1.42 0.77
N 3.45 0.65 -1.24
H -0.04 1.87 0.86
H 0.26 2.83 -0.55
H 1.58 3.35 2.11
H 1.75 1.25 -2.30
H 4.83 0.52 0.44
H 4.08 0.54 -2.02
H 0.22 4.31 1.44
H 1.78 4.27 0.66
```

Output
Net charge ... 0
F_max ... 0.031 Eh/bohr
Relative energy (zero: lowest compared OMol25 entry of this formula, charge and spin) ... 46.6 kJ/mol
HOMO level ... -8.748 eV
Orbital gap ... 9.578 eV
Calculated total energy ... -15683.61552 eV

This record from the OMol25 dataset describes an isolated molecule of C4H6N2O. The level of theory is ωB97M-V/def2-TZVPD.

```
13
C4H6N2O (ωB97M-V/def2-TZVPD)
N 1.10 0.39 1.96
C 0.42 0.30 0.74
C -0.32 1.26 0.12
N -0.85 0.72 -1.07
C -0.39 -0.57 -1.15
O -0.80 -1.31 -2.22
C 0.42 -0.87 -0.10
H 0.69 1.09 2.57
H 1.16 -0.50 2.44
H -0.62 2.24 0.47
H -0.63 1.20 -1.93
H -1.14 -2.14 -1.86
H 0.97 -1.79 0.03
```

Output
Net charge ... 0
F_max ... 0.015 Eh/bohr
Relative energy (zero: lowest compared OMol25 entry of this formula, charge and spin) ... 124.5 kJ/mol
HOMO level ... -7.566 eV
Orbital gap ... 8.408 eV
Calculated total energy ... -9272.21133 eV

This record from the OMol25 dataset describes an isolated molecule of C3H6N2O in a non-equilibrium geometry. The level of theory is ωB97M-V/def2-TZVPD.

```
12
C3H6N2O (ωB97M-V/def2-TZVPD)
C 1.23 -0.21 -0.19
C 0.30 1.01 -0.30
C -1.07 0.43 0.27
H 0.15 1.64 -1.20
H 0.64 1.69 0.45
H -0.76 0.58 1.42
H -1.98 0.77 -0.13
H -1.09 -1.12 -0.99
H 0.68 -2.07 0.65
N -0.94 -1.11 0.09
N 0.42 -1.43 -0.27
O 2.42 -0.18 0.21
```

Output
Net charge ... 0
F_max ... 0.128 Eh/bohr
Relative energy (zero: lowest compared OMol25 entry of this formula, charge and spin) ... 353.2 kJ/mol
HOMO level ... -9.901 eV
Orbital gap ... 10.630 eV
Calculated total energy ... -8233.03784 eV

This record from the OMol25 dataset describes a structure of composition C32H26BF13IMnN10O4S2. The level of theory is ωB97M-V/def2-TZVPD.

```
90
C32H26BF13IMnN10O4S2 (ωB97M-V/def2-TZVPD)
Mn -0.16 0.39 0.06
N 3.76 3.87 5.88
C 3.71 3.00 4.78
C 3.98 3.48 3.50
C 3.95 2.62 2.41
C 3.66 1.28 2.60
C 3.41 0.79 3.87
C 3.44 1.65 4.96
S 3.46 0.21 1.19
O 3.13 -1.08 1.74
O 4.65 0.28 0.38
N 2.15 0.79 0.48
C 2.23 1.73 -0.50
N 3.30 2.51 -0.72
C 3.19 3.40 -1.70
C 2.05 3.56 -2.47
C 0.99 2.73 -2.16
N 1.07 1.83 -1.20
H 3.60 4.84 5.66
H 3.25 3.56 6.69
H 4.21 4.53 3.36
H 4.15 2.98 1.41
H 3.18 -0.26 4.01
H 3.23 1.27 5.95
H 4.07 4.02 -1.87
H 1.99 4.29 -3.26
H 0.05 2.76 -2.70
N 1.01 -2.73 3.33
N 0.47 -1.47 3.28
N 0.14 -0.78 4.35
C -0.21 0.38 3.82
N -0.09 0.37 2.48
N 0.33 -0.81 2.16
H 0.26 -3.41 3.26
H 1.67 -2.80 2.55
H -0.56 1.22 4.40
F -2.07 -2.90 2.65
C -2.66 -3.05 1.44
F -1.81 -3.76 0.69
F -3.74 -3.82 1.62
C -2.93 -1.63 0.81
O -1.77 -1.08 0.49
C -3.73 -0.80 1.89
F -2.88 -0.22 2.75
F -4.57 -1.55 2.63
F -4.46 0.18 1.34
C -3.86 -1.80 -0.44
F -3.33 -2.69 -1.29
F -4.02 -0.65 -1.07
F -5.09 -2.26 -0.10
F -2.91 1.70 -3.20
B -1.96 0.68 -3.14
F -2.48 -0.54 -3.53
F -0.83 1.00 -3.92
F -1.52 0.60 -1.76
O 0.76 -1.05 -1.22
S 0.48 -2.47 -0.80
C -0.10 -3.27 -2.30
C -0.16 -2.50 -3.45
C -0.61 -3.10 -4.63
C -0.99 -4.43 -4.63
C -0.94 -5.18 -3.46
C -0.50 -4.59 -2.28
C 2.11 -3.23 -0.76
C 2.26 -4.49 -0.20
C 3.53 -5.04 -0.11
C 4.63 -4.32 -0.56
C 4.46 -3.05 -1.10
C 3.20 -2.50 -1.21
H 0.11 -1.46 -3.43
H -0.68 -2.51 -5.53
H -1.34 -4.89 -5.54
H -1.26 -6.21 -3.45
H -0.50 -5.16 -1.36
H 1.40 -5.04 0.17
H 3.66 -6.03 0.32
H 5.62 -4.74 -0.47
H 5.32 -2.47 -1.42
H 3.05 -1.50 -1.60
I -0.04 4.97 3.82
C -1.14 3.88 2.42
C -2.53 3.83 2.49
C -3.20 3.09 1.53
C -2.46 2.41 0.58
N -1.13 2.43 0.55
C -0.48 3.19 1.43
H -3.06 4.35 3.28
H -4.28 3.03 1.53
H -2.94 1.81 -0.20
H 0.60 3.22 1.34
```

Output
Spin multiplicity ... 6
Net charge ... -1
F_max ... 0.018 Eh/bohr
Expectation value of S² ... 8.753
Relative energy (zero: lowest compared OMol25 entry of this formula, charge and spin) ... 32.7 kJ/mol
HOMO level (spin up / spin down) ... -5.813 / -5.822 eV
Orbital gap (spin up / spin down) ... 7.424 / 7.432 eV
Calculated total energy ... -153802.98595 eV